1.
{"formula": "C9H20IN2O6S3", "method": "ωB97M-V/def2-TZVPD", "symbols": ["I", "S", "S", "S", "O", "O", "O", "O", "O", "O", "N", "N", "C", "C", "C", "C", "C", "C", "C", "C", "C", "H", "H", "H", "H", "H", "H", "H", "H", "H", "H", "H", "H", "H", "H", "H", "H", "H", "H", "H", "H"], "positions_angstrom": [[0.540, 0.813, 5.616], [-5.757, -0.260, -1.428], [2.729, 1.820, 5.169], [3.273, 0.537, 2.702], [3.289, 1.821, 1.876], [-4.640, -1.237, -1.591], [-1.026, 0.239, -0.007], [1.869, -0.036, 2.575], [3.362, 2.006, 6.544], [2.611, 3.209, 4.568], [3.780, 0.783, 4.315], [0.940, 0.024, -1.398], [-0.518, -0.167, -1.087], [3.211, -0.881, -0.464], [-1.392, -0.932, -2.177], [4.401, -0.764, 1.952], [-5.239, 1.285, -2.205], [1.624, -1.030, -0.584], [1.235, 1.409, -0.921], [3.659, -1.676, 0.876], [-7.019, -0.674, -2.652], [3.592, 0.182, -0.346], [1.434, -2.032, -1.130], [-7.798, 0.090, -2.645], [1.175, 1.529, 0.223], [-2.434, -1.119, -1.759], [5.367, -0.296, 1.535], [4.678, -1.458, 2.830], [-4.419, 1.705, -1.622], [-6.074, 1.988, -2.212], [0.559, 2.164, -1.468], [-1.409, -0.295, -3.123], [-0.882, -1.924, -2.407], [4.397, -2.504, 0.561], [2.319, 1.695, -1.190], [3.670, -1.364, -1.402], [2.733, -2.215, 1.296], [-7.456, -1.637, -2.383], [-6.570, -0.744, -3.644], [-4.898, 1.095, -3.225], [1.085, -1.148, 0.429]], "atomic_forces_ev_per_a": [[0.1, 0.0, -0.2], [0.3, -0.1, 0.0], [4.7, 4.4, 1.4], [-3.7, 2.8, -1.6], [1.3, -3.2, 1.7], [-0.5, 0.3, -0.1], [1.6, -1.3, -4.1], [3.2, 0.3, 0.9], [-1.8, -1.7, -3.1], [-0.9, -4.0, 0.6], [-2.3, 0.2, -1.1], [-1.8, 0.4, 1.0], [-1.5, 0.3, 2.0], [-0.3, -0.6, 0.6], [0.6, 0.2, 0.7], [0.6, -1.1, 0.8], [0.1, 0.1, -0.1], [0.0, -1.1, 0.0], [1.3, 1.2, 0.5], [0.0, -0.2, -0.8], [0.0, 0.0, -0.2], [-0.8, -1.2, -0.3], [0.3, 1.4, 0.7], [0.1, 0.0, 0.1], [-0.1, -0.2, -1.7], [1.4, 0.4, -0.7], [-1.7, -0.5, 0.7], [-0.3, 1.2, -1.2], [-0.1, -0.1, 0.0], [0.0, -0.1, 0.0], [0.9, -1.3, 0.9], [0.0, -0.9, 1.2], [-0.6, 1.3, 0.1], [-0.9, 1.3, 0.7], [-1.7, -0.6, 0.2], [-0.5, 0.9, 1.4], [1.5, 1.0, -0.3], [0.1, 0.1, 0.1], [0.1, 0.0, 0.1], [0.0, -0.1, 0.1], [1.3, 0.6, -1.2]], "e_homo_ev": -5.79, "charge": -1, "orbital_gap_ev": 7.8}

2.
{"formula": "C9H20N3O", "method": "ωB97M-V/def2-TZVPD", "symbols": ["O", "N", "N", "N", "C", "C", "C", "C", "C", "C", "C", "C", "C", "H", "H", "H", "H", "H", "H", "H", "H", "H", "H", "H", "H", "H", "H", "H", "H", "H", "H", "H", "H"], "positions_angstrom": [[-2.884, -1.278, 0.213], [1.502, 2.198, -0.533], [3.523, 1.146, -0.865], [2.759, 1.524, 1.314], [0.705, 1.197, -1.336], [0.135, -1.343, -0.984], [0.044, 0.108, -0.438], [-2.488, -0.900, 2.528], [-4.823, -1.415, 1.579], [-3.353, -1.205, 1.329], [2.991, 0.230, -1.921], [2.604, 1.606, -0.015], [1.629, 0.695, -2.440], [4.226, 0.675, -0.295], [2.576, 2.336, 1.890], [-5.322, -1.625, 0.636], [-0.096, 1.759, -1.819], [1.839, 1.559, -3.082], [3.026, 0.682, 1.802], [-0.194, -2.016, -0.187], [0.903, 2.508, 0.226], [-2.825, 0.022, 3.006], [-2.536, -1.723, 3.242], [-5.259, -0.515, 2.016], [3.013, -0.815, -1.603], [1.169, -0.037, -3.103], [3.677, 0.293, -2.770], [1.134, -1.648, -1.294], [-4.970, -2.261, 2.252], [-0.610, -1.462, -1.774], [-1.022, 0.349, -0.388], [0.382, 0.131, 0.606], [-1.455, -0.772, 2.207]], "atomic_forces_ev_per_a": [[0.1, 0.1, 0.1], [-0.5, -0.4, 0.7], [-0.7, -2.4, 1.3], [0.5, 0.7, 0.8], [-0.3, -0.4, -0.7], [-0.6, 0.5, 0.6], [-0.1, -0.3, -0.3], [0.2, 0.0, -0.2], [0.0, 0.0, -0.3], [-0.1, -0.1, -0.1], [0.4, 0.2, -1.7], [-0.6, 0.9, -0.4], [0.5, 0.9, 0.0], [0.4, 0.2, -0.5], [-0.4, -0.3, 0.0], [0.0, 0.0, 0.0], [0.2, 0.1, 0.1], [-0.1, -0.1, 0.1], [0.6, 0.2, -0.3], [0.1, 0.0, -0.1], [0.0, 0.1, -0.1], [-0.1, -0.1, 0.1], [-0.1, 0.1, 0.1], [0.0, -0.1, 0.2], [-0.1, 0.3, 0.4], [0.0, -0.2, 0.4], [0.0, -0.1, 0.2], [-0.1, 0.0, -0.1], [0.0, 0.1, 0.1], [0.4, -0.1, -0.2], [0.1, -0.1, 0.1], [0.3, 0.2, -0.2], [0.0, 0.0, 0.0]], "e_homo_ev": -12.12, "charge": 1, "orbital_gap_ev": 8.5}

Which of these has the lowest charge? C9H20IN2O6S3

Look up the charge of the second one. +1

charge of number 1 (C9H20IN2O6S3)? -1

Among the records above, which one has the highest charge? C9H20N3O